Record 1
17
Properties=species:S:1:pos:R:3:forces:R:3:nbo_charge:R:1 method="wB97M-V/def2-TZVPD" homo_lumo_gap_ev=9.8 de_lowest_kcal_mol=64.8 e_homo_ev=-9.559 smiles="NC(=O)Nc1ccccn1"
N 2.239 -0.781 1.025 12.7 6.9 -1.3 -0.8446
C 2.554 0.008 -0.128 -3.2 -1.5 2.8 0.8044
O 3.654 0.242 -0.499 1.8 0.2 -0.6 -0.6197
N 1.437 0.633 -0.605 1.9 3.0 -5.2 -0.6640
C 0.068 0.300 -0.418 0.9 3.7 1.4 0.3120
C -0.795 1.278 0.113 -0.9 2.8 1.3 -0.2234
C -2.179 0.900 0.344 -0.3 4.2 0.9 -0.1940
C -2.623 -0.326 0.003 0.2 -4.9 -0.9 -0.2715
C -1.645 -1.237 -0.564 2.9 8.1 3.0 0.0651
N -0.283 -0.869 -0.712 -4.6 -4.9 -1.1 -0.4210
H 1.616 -1.335 1.202 -9.5 -7.2 1.4 0.3572
H 3.142 -1.165 1.474 -1.9 1.1 -1.2 0.3824
H 1.816 1.155 -1.659 -2.0 -2.0 4.2 0.4173
H -0.325 2.438 0.419 -1.7 -3.9 -1.0 0.2525
H -3.076 1.634 0.728 2.9 -1.5 -0.7 0.2348
H -3.670 -0.811 0.232 2.1 1.6 -0.6 0.2378
H -1.931 -2.062 -0.956 -1.5 -5.7 -2.2 0.1747

=====

Record 2
18
Properties=species:S:1:pos:R:3:forces:R:3:nbo_charge:R:1 method="wB97M-V/def2-TZVPD" homo_lumo_gap_ev="8.2 / 8.2" de_lowest_kcal_mol=74.3 e_homo_ev="-8.781 / -8.788"
C -0.879 2.437 0.049 0.3 -0.2 0.3 -0.1220
C -0.530 1.130 -0.252 0.9 -3.6 -1.3 -0.0962
C 0.522 0.787 0.557 -0.6 0.2 -0.7 -0.0015
C -1.504 -1.624 -0.654 -1.1 -0.5 0.3 0.7033
C 1.184 -0.554 0.531 0.0 -0.1 0.3 -0.2432
C -0.353 -0.995 -1.302 0.7 3.4 1.3 -0.0159
N -0.066 2.881 0.993 0.2 1.0 0.6 -0.2591
N 0.783 1.885 1.295 -0.2 0.0 -0.1 -0.3300
N 0.935 -1.166 -0.789 -0.3 -0.1 -0.3 -0.6063
O -1.194 -2.513 0.330 -0.2 0.1 -0.1 -0.6734
O -2.650 -1.415 -0.958 0.6 -0.2 0.1 -0.5396
H -1.642 3.061 -0.363 -0.2 0.2 0.0 0.2202
H 2.262 -0.495 0.690 0.0 -0.1 0.0 0.2187
H 0.757 -1.185 1.318 0.2 0.1 -0.1 0.2098
H -0.468 -0.694 -2.330 0.1 -0.3 -0.2 0.2492
H 1.459 2.029 2.028 -0.1 0.0 -0.1 0.4072
H 1.633 -0.855 -1.455 -0.1 0.0 0.1 0.3938
H -0.249 -2.714 0.313 0.0 0.0 -0.1 0.4850

=====

Record 3
18
Properties=species:S:1:pos:R:3:forces:R:3:nbo_charge:R:1 method="wB97M-V/def2-TZVPD" homo_lumo_gap_ev=10.8 de_lowest_kcal_mol=89.1 e_homo_ev=-10.139 smiles="C=CCn1cc(C(=O)O)nn1"
C 2.396 -0.151 1.538 8.9 -2.0 -6.8 -0.3304
C 2.711 -0.206 0.204 -7.9 1.8 3.9 -0.1460
C 1.823 0.084 -0.996 -4.4 -3.6 4.2 -0.2265
N 0.384 0.341 -0.562 0.8 -0.4 -0.9 -0.1931
C -0.694 -0.557 -0.476 3.3 -3.5 -2.6 -0.0090
C -1.699 0.214 -0.118 -0.9 4.0 0.9 -0.1303
C -3.088 -0.125 0.098 2.2 -0.4 0.2 0.7579
O -3.387 -1.273 -0.047 -1.5 -1.3 -0.3 -0.6011
O -3.895 0.823 0.523 -0.6 -0.1 -0.3 -0.6241
N -1.258 1.555 0.025 0.1 -1.2 -0.2 -0.2015
N -0.002 1.590 -0.262 -0.7 -0.8 0.2 -0.0275
H 1.534 -0.018 1.809 -9.2 1.7 3.0 0.1685
H 3.139 -0.467 2.205 0.9 0.0 1.0 0.2001
H 3.534 -0.352 -0.212 8.0 -1.7 -2.3 0.1672
H 1.650 -0.739 -1.677 0.5 -1.0 0.2 0.2124
H 2.228 0.742 -1.609 1.3 4.0 -2.4 0.2189
H -0.671 -1.757 -0.915 0.1 4.1 1.8 0.2710
H -4.705 0.296 0.474 -0.9 0.5 0.5 0.4936

=====

Record 4
15
Properties=species:S:1:pos:R:3:forces:R:3:nbo_charge:R:1 method="wB97M-V/def2-TZVPD" homo_lumo_gap_ev=8.9 de_lowest_kcal_mol=80.0 e_homo_ev=-8.775 smiles="CC1=CON=CC=C1"
C -2.018 0.194 -0.087 -1.4 1.2 -1.7 -0.6108
C -0.682 -0.309 0.146 0.8 -0.1 0.9 -0.1449
C -0.225 -0.600 1.373 0.9 -0.5 0.5 0.1534
O 1.121 -0.995 1.616 -1.7 0.6 -0.6 -0.4226
N 2.007 0.122 1.299 -0.2 -1.2 1.8 -0.0893
C 2.148 0.310 0.072 0.7 1.8 -0.2 0.0297
C 1.359 0.041 -1.081 0.1 -1.0 -1.0 -0.2714
C 0.051 -0.219 -1.073 0.1 -0.2 -0.6 -0.1301
H -2.403 0.564 0.820 -0.9 0.7 0.9 0.2222
H -2.685 -0.577 -0.473 -0.1 0.0 -0.1 0.2202
H -1.948 1.033 -0.887 -0.5 -1.2 1.6 0.2106
H -0.912 -0.644 2.258 0.9 0.2 -0.8 0.1899
H 2.929 1.073 -0.073 -0.2 -0.3 -0.1 0.2057
H 1.924 0.200 -1.970 0.0 0.1 -0.9 0.2178
H -0.665 -0.193 -1.940 1.6 -0.2 0.4 0.2194

=====

Record 5
15
Properties=species:S:1:pos:R:3:forces:R:3:nbo_charge:R:1 method="wB97M-V/def2-TZVPD" homo_lumo_gap_ev=9.0 de_lowest_kcal_mol=33.0 e_homo_ev=-8.070 smiles="C=Cn1cccc1O"
C 2.134 -0.968 -0.640 0.9 -0.6 0.2 -0.4898
C 1.114 -0.265 -1.038 -2.1 2.3 -2.3 0.0184
N -0.092 0.126 -0.402 2.0 -1.7 2.1 -0.4059
C -1.323 0.445 -0.952 1.9 0.5 -2.5 -0.0696
C -2.169 0.604 0.032 -3.1 0.9 3.3 -0.2716
C -1.553 0.326 1.311 1.2 0.0 0.5 -0.3616
C -0.255 0.000 1.009 -1.6 1.1 -1.2 0.4395
O 0.729 -0.252 1.883 -0.9 -0.6 0.5 -0.6564
H 2.916 -0.997 -1.411 0.0 -0.5 1.0 0.2282
H 2.118 -1.457 0.321 0.6 -0.4 -0.2 0.2111
H 1.229 0.189 -2.052 -0.5 -0.3 0.8 0.1964
H -1.366 0.714 -2.013 -0.1 -0.3 0.6 0.2162
H -3.166 1.054 0.063 0.3 -0.5 -0.7 0.2256
H -1.870 0.496 2.376 0.0 -0.3 -1.6 0.2345
H 1.555 -0.014 1.513 1.5 0.5 -0.6 0.4849

=====

Record 6
15
Properties=species:S:1:pos:R:3:forces:R:3:nbo_charge:R:1 method="wB97M-V/def2-TZVPD" homo_lumo_gap_ev=10.1 de_lowest_kcal_mol=104.2 e_homo_ev=-9.548
C 1.712 1.287 0.009 4.1 0.5 1.3 -0.3201
C 0.632 0.659 -0.278 -2.1 2.6 -0.4 -0.1163
C -0.888 1.075 -0.198 2.4 0.1 -1.3 -0.1027
C -1.061 0.244 1.023 0.2 1.5 6.3 -0.4042
C -0.832 -0.917 0.151 -3.5 -2.5 1.8 -0.2026
C 0.498 -0.760 -0.074 6.9 -1.6 -1.0 0.5242
H 1.932 2.333 0.182 -0.7 0.2 -0.4 0.2054
H 2.603 0.667 0.321 -0.9 0.5 -0.8 0.2152
H -1.254 2.118 -0.426 0.5 -1.4 0.2 0.2359
H -2.002 0.142 1.630 0.3 0.5 -1.1 0.2343
H -0.208 0.422 1.835 -1.9 -0.3 -1.3 0.2134
H -1.172 -1.873 0.568 -0.3 0.0 -1.1 0.2300
H -2.446 -0.070 -0.551 3.0 -0.6 -2.7 0.3185
N -1.326 -0.138 -0.993 -7.4 0.8 0.3 -0.5078
O 1.432 -1.538 -0.051 -0.5 -0.2 0.1 -0.5234

=====

Record 7
15
Properties=species:S:1:pos:R:3:forces:R:3:nbo_charge:R:1 method="wB97M-V/def2-TZVPD" homo_lumo_gap_ev="7.9 / 8.0" de_lowest_kcal_mol=118.3 e_homo_ev="-7.912 / -8.066"
C -1.280 1.575 0.236 -0.4 -1.9 -0.6 0.2087
C 1.777 0.249 0.057 0.4 -0.4 -2.2 -0.3193
C 1.117 0.596 1.077 -2.4 0.7 0.2 -0.1576
C 0.985 -0.332 -1.210 1.8 -0.2 -0.7 -0.0882
C -0.931 0.298 -0.251 2.3 0.9 2.8 0.2364
C -1.337 -0.960 0.396 -3.2 -1.3 -1.8 -0.6702
N -1.628 2.553 0.698 -0.7 2.2 0.9 -0.3293
O -0.223 0.347 -1.350 0.9 -0.6 -1.4 -0.4449
H 2.827 0.194 -0.193 0.5 0.1 0.5 0.2273
H 0.818 1.047 2.016 0.6 -0.3 -0.4 0.2450
H 1.535 -0.301 -2.211 -0.7 0.2 1.5 0.2093
H 0.922 -1.375 -0.877 -0.5 -0.1 -0.6 0.1838
H -0.949 -1.905 -0.091 -0.6 1.3 0.2 0.2347
H -2.508 -0.913 0.280 1.9 -0.8 0.4 0.2266
H -1.123 -1.073 1.422 0.2 0.3 1.2 0.2377

=====

Record 8
16
Properties=species:S:1:pos:R:3:forces:R:3:nbo_charge:R:1 method="wB97M-V/def2-TZVPD" homo_lumo_gap_ev=9.3 de_lowest_kcal_mol=54.1 e_homo_ev=-8.774 smiles="CC(=O)Nc1ccco1"
C 1.147 2.777 0.704 0.4 -2.8 -3.9 -0.6728
C 0.747 1.476 -0.110 5.0 4.4 -1.7 0.6773
O 1.391 1.256 -1.129 -0.7 -0.6 -0.2 -0.6320
N -0.094 0.695 0.436 -4.9 -4.1 6.2 -0.6061
C -0.386 -0.643 0.022 -1.9 1.1 0.2 0.3865
C 0.130 -1.517 -0.823 4.2 0.4 -2.4 -0.3146
C -0.725 -2.719 -0.866 1.7 0.6 -1.6 -0.3216
C -1.784 -2.348 -0.132 -2.5 -1.0 2.2 0.0895
O -1.625 -1.090 0.426 0.4 -0.4 0.1 -0.4390
H 0.283 3.165 1.015 -3.2 2.2 1.4 0.2014
H 1.712 3.394 0.012 0.1 0.0 0.4 0.2425
H 1.633 2.324 1.484 1.9 -0.3 2.2 0.2135
H -0.411 0.838 1.571 1.2 -0.2 -4.5 0.4211
H 1.136 -1.117 -1.424 -2.9 -1.8 1.6 0.2796
H -0.418 -3.613 -1.505 -1.1 1.3 1.3 0.2550
H -2.736 -2.879 0.318 2.3 1.1 -1.4 0.2198

=====

Record 9
16
Properties=species:S:1:pos:R:3:forces:R:3:nbo_charge:R:1 method="wB97M-V/def2-TZVPD" homo_lumo_gap_ev=9.2 de_lowest_kcal_mol=36.0 e_homo_ev=-8.550 smiles="N/C=C1/C(=O)C[C@H]2O[C@@H]12"
N 0.309 1.665 -2.369 0.4 1.8 -1.1 -0.7938
C 0.831 0.715 -1.533 -0.5 -0.1 -0.4 0.1466
C 0.120 0.065 -0.566 1.3 -0.4 0.0 -0.3252
C 0.780 -0.940 0.327 1.4 0.1 0.5 0.5872
O 1.958 -1.277 0.288 -1.4 0.2 -0.2 -0.5657
C -0.215 -1.392 1.426 -1.1 -0.7 -0.4 -0.5366
C -1.426 -0.457 1.193 1.3 -0.3 0.8 0.0604
O -1.083 0.931 1.397 -0.1 -0.9 -0.9 -0.5036
C -1.183 0.365 0.013 -0.6 0.6 1.1 0.0125
H -0.641 2.055 -2.231 1.2 -0.6 0.1 0.3971
H 0.928 2.281 -2.986 -1.3 -1.6 1.5 0.4065
H 1.875 0.423 -1.769 -0.8 0.1 0.4 0.2285
H -0.460 -2.503 1.345 0.1 1.4 -0.4 0.2363
H 0.135 -1.314 2.458 0.4 0.4 -0.3 0.2493
H -2.392 -0.723 1.586 -0.3 -0.1 -0.2 0.1973
H -2.050 0.758 -0.469 -0.2 0.3 -0.7 0.2031

=====

Record 10
16
Properties=species:S:1:pos:R:3:forces:R:3:nbo_charge:R:1 method="wB97M-V/def2-TZVPD" homo_lumo_gap_ev=8.6 de_lowest_kcal_mol=74.7 e_homo_ev=-8.366 smiles=[O-][n+]1cccc(CO)c1
O 2.619 -1.256 -0.143 -0.8 0.3 0.1 -0.5524
N 1.609 -0.460 -0.018 0.5 0.3 -0.5 0.0920
C 1.775 0.873 0.011 2.3 -0.3 0.6 -0.0270
C 0.709 1.707 -0.054 -1.3 3.1 -0.6 -0.2342
C -0.604 1.278 0.033 1.7 -1.5 0.6 -0.1797
C -0.726 -0.119 0.290 -0.8 3.5 -1.0 -0.0686
C -2.087 -0.506 0.612 -2.3 -2.8 -1.6 -0.0784
O -2.833 -0.361 -0.671 -1.3 0.1 0.9 -0.7460
C 0.338 -0.896 0.020 0.5 -4.7 -0.9 -0.0089
H 2.840 1.125 0.152 -0.8 0.2 -0.5 0.2381
H 0.823 2.817 -0.205 0.4 -1.3 0.3 0.2313
H -1.431 1.953 -0.125 -0.1 -0.2 0.4 0.2350
H -2.147 -1.594 0.935 -0.1 1.3 -0.1 0.1856
H -2.527 0.159 1.340 0.0 0.0 0.4 0.1923
H -3.836 -0.315 -0.566 2.1 -0.2 0.3 0.4777
H 0.295 -2.008 -0.361 -0.2 2.1 1.6 0.2432

=====

Record 11
16
Properties=species:S:1:pos:R:3:forces:R:3:nbo_charge:R:1 method="wB97M-V/def2-TZVPD" homo_lumo_gap_ev=8.4 de_lowest_kcal_mol=94.7 e_homo_ev=-8.545
C 2.998 0.297 0.629 1.5 1.0 -0.7 0.4707
C 1.217 -0.096 -0.377 1.1 -1.0 -0.6 0.3018
C -0.661 1.017 -0.026 -1.7 -3.0 1.3 0.4836
C 0.233 -0.938 0.333 -2.7 -1.5 -2.9 -0.2584
C -1.532 2.179 0.044 1.1 3.3 -0.2 -0.6800
C -0.166 -2.309 -0.390 0.1 1.7 -1.6 -0.5870
N -0.969 -0.138 0.429 0.0 1.9 0.2 -0.4138
O 3.845 0.795 0.028 -1.1 -0.8 1.0 -0.5072
O 0.625 1.047 -0.556 0.3 1.4 -0.5 -0.4651
H 0.472 -1.225 1.295 1.1 -0.5 2.1 0.2576
H -0.791 3.143 0.062 -2.2 -2.1 -0.1 0.2358
H -2.177 2.154 0.941 0.7 -0.1 -0.3 0.2580
H -2.241 2.253 -0.799 0.6 0.1 0.0 0.2498
H -0.305 -2.356 -1.510 0.6 0.7 1.2 0.2187
H -1.027 -2.780 -0.020 -1.9 0.5 0.9 0.2243
H 0.478 -3.043 -0.083 2.6 -1.6 0.2 0.2111

=====

Record 12
16
Properties=species:S:1:pos:R:3:forces:R:3:nbo_charge:R:1 method="wB97M-V/def2-TZVPD" homo_lumo_gap_ev=9.5 de_lowest_kcal_mol=85.1 e_homo_ev=-9.098 smiles="O=C(O)[C@]12CC1=CCN2"
O 2.697 -0.696 -0.284 -0.3 0.9 0.4 -0.5887
C 1.852 0.116 0.028 3.0 2.0 -2.2 0.7493
O 2.075 1.489 -0.085 1.8 -1.7 -0.3 -0.6939
C 0.543 -0.157 0.370 -4.1 -2.3 1.3 -0.1119
C 0.297 -1.740 0.574 0.4 -2.3 3.1 -0.3804
C -0.384 -1.132 -0.456 -0.9 1.9 -2.2 0.0546
C -1.430 -0.434 -0.894 0.6 -0.4 0.2 -0.2056
C -1.234 0.983 -0.530 0.0 2.5 0.1 -0.2574
N -0.378 0.947 0.679 -0.8 -1.2 2.4 -0.6189
H 1.328 1.988 0.225 -1.0 0.1 0.5 0.4995
H -0.412 -2.085 1.422 1.4 0.6 -1.2 0.2350
H 1.219 -2.415 0.426 -1.4 1.5 0.2 0.2931
H -2.359 -0.613 -1.359 -0.7 -1.3 -0.4 0.2280
H -0.674 1.497 -1.365 -0.5 -0.2 0.9 0.2102
H -2.161 1.607 -0.310 1.0 -1.0 -0.4 0.2150
H -0.979 0.646 1.559 1.5 1.0 -2.4 0.3723

=====

Record 13
17
Properties=species:S:1:pos:R:3:forces:R:3:nbo_charge:R:1 method="wB97M-V/def2-TZVPD" homo_lumo_gap_ev=9.7 de_lowest_kcal_mol=112.5 e_homo_ev=-9.947
C -1.901 -2.002 -0.117 0.1 -0.3 0.0 -0.7277
C -2.282 -0.573 0.091 -0.2 0.4 0.3 0.5978
O -3.220 -0.205 0.761 0.3 -0.3 -0.2 -0.5328
C -1.429 0.519 -0.594 0.0 0.0 -0.3 -0.0719
O -1.932 1.785 -0.307 0.0 0.1 -0.1 -0.6845
C -0.015 0.386 -0.221 1.1 -0.3 0.3 0.0453
C 1.151 0.249 0.072 -1.5 -1.3 1.4 -0.0811
C 2.521 -0.005 0.491 2.2 4.2 -4.3 0.5478
N 3.332 -0.626 -0.360 -0.4 -1.1 1.1 -0.7863
H -1.541 -2.167 -1.142 -0.1 0.0 0.3 0.2332
H -1.068 -2.240 0.563 -0.2 0.1 -0.2 0.2553
H -2.749 -2.655 0.108 0.2 0.2 -0.1 0.2486
H -1.504 0.311 -1.680 0.0 0.2 0.3 0.2147
H -2.566 1.672 0.420 -0.1 -0.1 -0.1 0.4943
O 3.202 1.022 0.872 -0.2 0.0 1.7 -0.6331
H 2.930 -1.451 -0.792 0.8 -0.2 -0.5 0.3834
H 4.191 0.368 -0.001 -1.9 -1.5 0.4 0.4969

=====

Record 14
17
Properties=species:S:1:pos:R:3:forces:R:3:nbo_charge:R:1 method="wB97M-V/def2-TZVPD" homo_lumo_gap_ev=7.1 de_lowest_kcal_mol=183.0 e_homo_ev=-8.808
C -0.800 2.642 -0.376 -3.5 1.6 0.2 0.4077
C 0.565 2.653 -0.042 2.4 -0.9 -1.4 0.4598
C -0.664 0.331 -2.166 -0.2 2.5 4.7 -0.2398
C -0.152 -0.678 -1.212 -0.2 -2.4 0.8 -0.2500
C -0.119 1.360 -0.584 -1.0 -0.6 -2.4 -0.0548
C 0.413 0.052 2.316 -2.1 1.9 -0.1 -0.2418
N -0.132 0.082 0.004 -1.0 0.0 2.0 -0.1567
O -1.773 3.271 -0.782 1.7 -1.0 0.4 -0.4795
O 1.648 2.830 0.416 -0.3 0.7 0.9 -0.4391
O 0.827 -0.274 1.047 1.0 -0.3 -3.7 -0.3868
H -0.238 0.650 -3.049 1.2 0.2 -1.6 0.2213
H -1.714 0.469 -2.080 -0.8 0.2 -0.3 0.2154
H -0.765 -1.589 -1.126 0.2 0.1 -0.1 0.1975
H 0.832 -0.930 -1.428 2.0 -0.9 -0.7 0.1974
H 1.277 -0.045 2.963 -0.2 -0.3 0.2 0.2114
H -0.489 -0.542 2.525 0.4 0.0 0.7 0.1782
H 0.085 1.136 2.312 0.4 -0.9 0.4 0.1599

=====

Record 15
18
Properties=species:S:1:pos:R:3:forces:R:3:nbo_charge:R:1 method="wB97M-V/def2-TZVPD" homo_lumo_gap_ev="7.4 / 7.8" de_lowest_kcal_mol=137.0 e_homo_ev="-8.537 / -9.005"
C -2.696 -1.025 0.411 -0.8 -0.9 -0.3 -0.2554
C -1.331 -1.163 0.697 2.0 1.1 -0.9 -0.3820
C -2.988 0.030 -0.375 1.7 0.2 -0.2 -0.3882
C -0.611 -0.188 0.059 -0.5 0.8 -0.1 -0.1423
C 1.605 1.842 -0.118 0.5 0.2 2.9 -0.6955
C 1.896 0.405 0.122 -2.2 -1.3 -0.4 0.5833
N 1.572 -0.637 -0.816 0.7 -0.8 -1.5 0.4129
O 1.269 -0.417 -1.998 0.3 0.8 0.9 -0.4049
O 1.795 -1.785 -0.406 0.0 -0.2 0.4 -0.4769
O 2.401 -0.071 1.227 0.3 2.3 0.3 -0.6187
S -1.594 0.862 -0.964 0.7 -0.9 1.6 0.3683
H -3.393 -1.838 0.547 -0.3 0.2 0.7 0.2291
H -0.798 -1.933 1.214 -0.2 -0.5 0.4 0.2383
H -3.882 0.447 -0.658 -2.2 0.3 -0.7 0.2243
H 2.537 2.451 -0.300 -1.1 -0.6 0.2 0.2540
H 0.839 1.943 -0.858 0.0 0.2 -0.6 0.2646
H 1.122 2.092 0.925 1.0 0.2 -2.0 0.2615
H 2.258 -1.015 1.289 0.0 -1.2 -0.6 0.5275